80
Properties=species:S:1:pos:R:3 method="wB97M-V/def2-TZVPD" total_energy_ha=-2185.649252 e_lumo_ev=-4.8 homo_ev=-10.638 charge=+1 max_force_ha_per_bohr=0.0637 multiplicity=1
C 5.41 3.01 -2.52
C 5.98 1.58 -2.99
O 5.43 0.46 -2.24
C 4.60 -0.36 -3.02
O 4.83 -0.77 -4.16
C 3.24 -0.88 -2.33
C 2.06 -0.81 -3.39
C 0.62 -1.21 -2.76
P -0.67 -0.29 -3.82
I -1.96 -1.92 -5.15
B -1.82 0.89 -2.78
O -1.19 1.56 -1.68
N -3.23 1.05 -3.17
C -3.51 2.39 -3.78
C -4.07 0.78 -1.96
H 6.28 3.74 -2.67
H 4.61 3.36 -3.25
H 5.06 3.03 -1.45
H 5.87 1.51 -4.11
H 7.10 1.60 -2.77
H 3.43 -1.99 -2.12
H 3.02 -0.36 -1.35
H 2.20 -1.48 -4.30
H 1.98 0.27 -3.75
H 0.55 -0.95 -1.66
H 0.46 -2.33 -2.96
H 0.01 0.53 -4.77
H -0.91 0.83 -1.08
H -4.42 2.90 -3.31
H -3.70 2.30 -4.89
H -2.64 3.12 -3.58
H -4.97 0.13 -2.25
H -3.49 0.24 -1.13
H -4.51 1.72 -1.48
C 7.41 -1.99 -0.44
O 6.81 -2.11 0.83
C 5.47 -1.65 0.87
C 4.58 -2.59 1.67
O 4.33 -3.86 1.06
C 5.44 -4.76 0.97
C 5.95 -5.29 2.30
O 6.64 -4.28 3.03
C 6.34 -4.28 4.41
H 7.72 -0.95 -0.61
H 8.29 -2.63 -0.46
H 6.74 -2.32 -1.24
H 5.06 -1.53 -0.14
H 5.48 -0.66 1.36
H 3.59 -2.11 1.75
H 4.94 -2.71 2.69
H 6.24 -4.33 0.36
H 5.06 -5.62 0.40
H 6.67 -6.10 2.11
H 5.11 -5.70 2.88
H 5.26 -4.39 4.58
H 6.65 -3.32 4.82
H 6.89 -5.08 4.92
C -6.42 5.16 2.59
O -6.27 3.78 2.83
C -6.58 3.40 4.16
C -7.39 2.10 4.20
O -8.73 2.21 3.70
C -8.89 2.44 2.30
C -8.45 1.28 1.40
O -7.03 1.16 1.37
C -6.58 -0.18 1.44
H -5.57 5.71 2.99
H -6.47 5.31 1.51
H -7.36 5.54 3.02
H -7.14 4.19 4.68
H -5.63 3.24 4.69
H -7.50 1.81 5.25
H -6.86 1.29 3.71
H -8.43 3.38 2.00
H -9.97 2.57 2.16
H -8.78 1.48 0.38
H -8.93 0.36 1.75
H -7.13 -0.75 2.20
H -5.53 -0.17 1.72
H -6.69 -0.66 0.46